[1]
C17H26ClI2N4O2PdSi | ωB97M-V/def2-TZVPD

The geometry in XYZ format:
```
54
Properties=species:S:1:pos:R:3:forces:R:3:mulliken_charge:R:1
Pd -0.430875 -0.909227 0.056154 0.00 -0.38 0.20 0.115
I 4.117910 4.511634 2.124529 -0.04 -0.04 -0.01 0.128
C 2.466451 3.260487 1.884098 0.00 0.01 0.01 -0.498
C 1.801646 2.763538 3.001321 0.06 0.04 -0.05 -0.295
C 0.725678 1.910014 2.843525 0.00 -0.05 0.03 -0.029
I -0.225905 1.148774 4.538852 0.02 0.05 -0.05 0.077
C 0.268818 1.516101 1.572730 0.13 0.04 -0.02 0.178
O -0.710672 0.657815 1.422670 -0.17 0.16 -0.05 -0.643
C 0.953585 2.051961 0.458550 -0.12 0.07 -0.04 0.398
C 0.493966 1.646017 -0.908158 0.04 -0.03 0.13 -0.197
N 0.771234 0.184779 -1.148729 0.06 0.08 -0.03 -0.119
C 2.184449 -0.188378 -0.902188 -0.05 -0.04 -0.04 -0.872
C 2.365990 -0.540654 0.543884 0.00 -0.07 0.00 0.925
C 3.509563 -0.253298 1.260077 0.00 -0.03 -0.07 -0.966
C 3.593406 -0.668291 2.579465 0.01 0.00 0.02 -0.410
C 2.536555 -1.367166 3.137257 0.01 -0.02 0.00 -0.798
C 1.411712 -1.606698 2.372604 -0.02 -0.05 0.00 -0.521
N 1.331717 -1.204038 1.099704 0.03 0.20 0.04 0.591
C 2.031347 2.912826 0.616320 0.02 -0.03 0.08 -0.635
H 2.127646 3.037187 3.995570 0.01 0.01 0.00 0.381
H -0.582353 1.777081 -1.025622 0.06 -0.05 0.01 -0.212
H 1.017736 2.207591 -1.684198 0.01 0.05 0.04 0.554
H 0.524368 -0.035607 -2.110476 -0.07 0.02 -0.05 -0.056
H 2.407424 -1.067681 -1.509985 0.03 0.01 -0.02 0.485
H 2.853693 0.614676 -1.210668 0.00 0.02 0.04 0.510
H 4.308470 0.306699 0.793979 0.00 0.00 0.01 0.518
H 4.471228 -0.437098 3.167709 0.01 0.00 0.00 0.435
H 2.559525 -1.701113 4.164198 -0.01 0.00 0.00 0.478
H 0.535336 -2.094780 2.778340 0.01 0.01 -0.01 0.643
H 2.531294 3.307616 -0.260418 0.01 0.02 0.01 0.477
N -1.656376 -1.772379 2.625659 -0.05 0.02 -0.09 -0.566
N -1.849443 -1.840632 1.211635 0.04 -0.05 0.06 -0.154
H -2.510112 -2.075723 3.084981 -0.01 0.02 0.01 0.289
H -1.500767 -0.785543 2.836751 -0.01 -0.01 0.02 0.061
H -2.636754 -1.288658 0.854195 -0.06 -0.06 0.01 0.407
H -1.982708 -2.809388 0.933246 0.03 0.00 -0.03 0.321
C -4.159898 -1.052954 -2.721134 0.01 0.06 0.00 -1.067
Si -2.600471 -0.082164 -2.413155 0.05 -0.08 0.10 0.445
C -1.327400 -0.502169 -3.738036 0.00 -0.04 0.06 -1.210
C -2.997991 1.734678 -2.497940 -0.04 0.05 -0.08 -1.174
O -2.055396 -0.434889 -0.883404 -0.06 0.06 -0.18 -0.251
H -4.555153 -0.829735 -3.715483 0.01 0.00 0.01 0.355
H -4.933185 -0.787358 -1.997352 0.01 0.00 0.02 0.302
H -3.992534 -2.126735 -2.661768 0.01 -0.07 0.00 0.273
H -1.809905 -0.454609 -4.717219 -0.03 0.01 0.00 0.527
H -0.941908 -1.521592 -3.638177 0.03 0.09 -0.01 0.343
H -0.498173 0.210864 -3.797650 0.04 -0.01 0.00 0.373
H -3.530369 1.941780 -3.430438 0.02 0.05 0.01 0.378
H -2.122173 2.386092 -2.469905 -0.01 -0.01 -0.03 0.339
H -3.654629 2.022425 -1.674899 0.00 -0.01 0.01 0.346
Cl -1.524756 -3.437377 -1.584766 -0.02 -0.05 0.12 -0.090
C -0.087200 -2.602710 -1.015891 0.04 -0.04 -0.18 -0.694
H 0.520635 -2.357356 -1.883197 -0.03 0.02 -0.02 0.330
H 0.455729 -3.274659 -0.357158 0.00 0.03 0.04 0.474
```
Forces are in eV/Å.

Computed properties:
Total charge: +1
Energy (eV): -68182.597
Spin multiplicity: 1
Kohn-Sham gap (eV): 6.505
ΔE to the lowest compared entry with this formula, charge and spin (eV): 0.000



[2]
C33H35As2N3O2Pt | ωB97M-V/def2-TZVPD

The geometry in XYZ format:
```
76
Properties=species:S:1:pos:R:3:forces:R:3:mulliken_charge:R:1
Pt -0.000365 0.668716 -1.043695 -0.14 0.04 0.06 1.577
C 4.585080 1.903248 -1.346829 -0.11 0.05 -0.03 -0.688
O 3.657592 3.031292 -1.424886 0.09 -0.14 0.00 -0.415
C 2.450912 2.510108 -1.296994 -0.06 0.25 -0.07 0.025
N 2.311971 1.244592 -1.229053 0.17 -0.23 0.20 -0.155
C 3.668536 0.659926 -1.420013 -0.02 0.04 0.00 -0.594
C 4.082332 -0.423220 -0.449978 0.01 0.01 0.00 -0.015
C 5.412601 -0.840105 -0.455192 0.04 0.00 -0.03 -0.667
C 5.840053 -1.839188 0.405591 0.00 0.01 0.01 -0.772
C 4.943971 -2.438978 1.283364 0.00 -0.01 -0.01 -0.712
C 3.617925 -2.035453 1.288685 0.01 -0.01 0.01 -1.206
C 3.197166 -1.032686 0.424267 0.06 -0.04 -0.03 0.934
C 1.306268 3.448447 -1.309417 0.11 -0.16 0.01 0.585
C 1.424061 4.825492 -1.338423 0.06 0.12 0.00 -0.680
C 0.260107 5.579647 -1.399224 -0.02 0.04 -0.01 -0.527
C -0.973170 4.942015 -1.447786 -0.03 0.07 0.00 -0.675
C -0.991579 3.559715 -1.415814 -0.12 -0.10 0.00 0.478
N 0.125130 2.841044 -1.340482 0.01 -0.06 -0.01 -0.127
C -2.214182 2.731409 -1.515180 0.09 0.29 -0.05 0.072
N -2.179428 1.457757 -1.504869 -0.01 -0.07 0.18 -0.077
C -3.555097 0.984021 -1.773219 0.04 0.05 -0.02 -0.600
C -4.383821 2.287198 -1.678474 0.13 0.03 -0.05 -0.589
O -3.370552 3.349713 -1.670636 -0.13 -0.17 0.00 -0.442
C -4.016947 -0.110515 -0.851043 -0.07 -0.07 -0.04 -0.417
C -5.030054 -0.968334 -1.268920 0.00 -0.03 -0.02 -0.481
C -5.459272 -1.995112 -0.439596 0.01 -0.02 0.03 -0.714
C -4.871394 -2.179965 0.807800 -0.03 0.00 -0.03 -0.792
C -3.865014 -1.322434 1.229736 0.01 0.03 -0.03 -0.141
C -3.449675 -0.286855 0.402078 0.00 -0.02 -0.01 0.779
H 5.115937 1.974727 -0.400796 0.00 0.02 0.06 0.399
H 5.280954 1.993458 -2.173578 0.01 0.01 -0.03 0.352
H 3.687024 0.244421 -2.430415 -0.04 -0.02 -0.05 0.490
H 6.125253 -0.388792 -1.139652 -0.04 -0.03 0.04 0.451
H 6.876500 -2.151371 0.391453 -0.04 0.01 0.00 0.424
H 5.280820 -3.218578 1.954861 -0.01 0.03 -0.03 0.443
H 2.905998 -2.498536 1.963548 0.02 0.02 -0.02 0.418
H 2.165014 -0.729339 0.420658 -0.17 0.04 0.00 0.626
H 2.402756 5.285775 -1.323105 -0.03 -0.01 0.00 0.557
H 0.313992 6.659669 -1.422745 0.00 -0.01 0.00 0.490
H -1.900614 5.493621 -1.518386 0.02 0.00 0.00 0.557
H -3.566238 0.600440 -2.795273 0.00 0.01 -0.05 0.716
H -4.949191 2.357807 -0.753217 0.01 0.04 0.08 0.389
H -5.033729 2.459123 -2.529939 -0.01 0.01 -0.01 0.327
H -5.473754 -0.847642 -2.252910 0.02 -0.01 0.07 0.486
H -6.246019 -2.661247 -0.770537 0.02 0.03 0.01 0.431
H -5.201310 -2.988982 1.447159 0.01 0.03 -0.02 0.445
H -3.399201 -1.464143 2.198507 -0.02 0.00 -0.01 0.429
H -2.662750 0.384222 0.714556 -0.08 -0.05 -0.11 -0.347
C -1.340691 1.481118 2.566777 -0.02 0.04 -0.02 -1.471
As 0.007868 0.632858 1.466584 0.07 -0.14 -0.30 1.126
C 1.597528 1.297561 2.349763 -0.01 0.01 -0.01 -1.089
C -0.117477 -1.247685 1.899757 -0.01 0.05 0.14 0.512
C -0.134814 -1.621414 3.241848 0.00 -0.05 -0.02 -1.008
C -0.252474 -2.957836 3.594537 0.00 -0.01 -0.01 -1.014
C -0.354339 -3.927063 2.604087 0.00 0.02 0.02 -0.961
C -0.335324 -3.556291 1.267604 0.01 0.03 0.02 -0.966
C -0.216257 -2.216830 0.904861 -0.01 -0.11 -0.02 0.375
As -0.215541 -1.749190 -0.977176 0.06 0.03 0.06 1.197
C -1.787856 -2.621533 -1.675999 -0.04 0.05 0.00 -0.986
C 1.162607 -2.844051 -1.774965 0.00 0.04 -0.01 -1.177
H -1.010493 1.413700 3.601129 -0.01 0.01 0.07 0.559
H -2.310541 1.006882 2.457686 0.03 0.03 0.10 0.404
H -1.408873 2.529825 2.283777 -0.02 0.05 0.02 0.488
H 1.735335 0.742973 3.276538 0.01 0.01 0.04 0.481
H 1.432799 2.348731 2.578973 0.02 0.04 0.01 0.526
H 2.478012 1.181850 1.727202 0.02 -0.02 -0.03 0.103
H -0.058221 -0.873246 4.022624 0.00 -0.01 0.01 0.334
H -0.263990 -3.241523 4.639440 0.00 0.01 -0.04 0.472
H -0.448346 -4.971780 2.873001 0.00 0.04 -0.01 0.454
H -0.415605 -4.323142 0.506622 0.00 -0.02 -0.01 0.342
H -1.637408 -3.696981 -1.610130 -0.01 -0.05 0.00 0.559
H -1.900913 -2.341101 -2.721547 -0.02 -0.01 -0.02 0.491
H -2.670876 -2.331635 -1.114281 0.01 -0.02 0.00 0.044
H 1.166958 -3.816338 -1.286985 0.01 -0.05 0.00 0.415
H 2.139631 -2.385228 -1.676418 0.08 0.04 0.04 0.227
H 0.914719 -2.968787 -2.827277 0.01 0.00 -0.03 0.514
```
Forces are in eV/Å.

Computed properties:
Total charge: +2
Energy (eV): -168265.225
Spin multiplicity: 3
Kohn-Sham gap (alpha / beta) (eV): 6.965 / 6.971



[3]
C5H6BNO8 | ωB97M-V/def2-TZVPD

The geometry in XYZ format:
```
21
Properties=species:S:1:pos:R:3:forces:R:3:mulliken_charge:R:1
B -2.360977 0.964949 -2.239519 -1.15 -1.21 1.89 0.598
C -4.603091 -0.698271 1.524290 1.13 -0.17 1.12 0.524
C 9.240389 -0.108590 0.639957 1.77 0.15 1.09 0.638
C -3.352693 -0.214157 -2.101511 0.03 -2.15 -2.58 -0.712
C -3.016591 -1.239277 1.292718 0.49 3.02 -1.79 -0.728
C -2.438542 -0.553083 0.113079 0.07 -1.68 1.00 0.075
N -1.533531 0.370190 0.139334 -3.54 -0.63 -2.07 0.679
O -4.872319 -0.830196 2.714907 -0.51 -0.25 0.25 -0.681
O 8.045558 -0.198943 0.837524 -1.00 0.15 0.28 -0.661
O -5.133672 -0.200789 0.566083 -1.12 0.45 -1.28 -0.563
O 10.006190 -0.403644 -0.268966 -0.11 0.03 -0.39 -0.673
O -1.516513 1.220886 -1.192570 1.25 0.34 0.74 -0.646
O -0.783700 0.844563 0.917374 2.25 0.85 1.60 -0.610
O 10.063298 0.446351 1.812151 1.89 -0.92 -3.31 -0.560
O -2.369010 1.911861 -3.202597 -0.99 -0.48 -1.44 -0.423
H -3.083673 -1.241096 -2.566724 -0.16 1.71 0.97 0.246
H -4.440346 -0.171384 -2.029996 0.33 0.40 0.29 0.340
H -2.613603 -0.883915 2.191847 0.89 0.35 1.43 0.268
H -3.033475 -2.276787 1.270997 -0.17 -1.84 -0.48 0.353
H 9.577490 0.663010 2.547392 -2.46 0.59 2.33 0.256
H -1.781194 2.598313 -2.965767 1.11 1.28 0.35 0.277
```
Forces are in eV/Å.

Computed properties:
Total charge: -2
Energy (eV): -23825.136
Spin multiplicity: 3
Kohn-Sham gap (alpha / beta) (eV): 6.152 / 5.746



[4]
C6H18ClO6Sr | ωB97M-V/def2-TZVPD

The geometry in XYZ format:
```
32
Properties=species:S:1:pos:R:3:forces:R:3:mulliken_charge:R:1
Sr -0.403677 2.897319 -4.147735 0.03 -1.12 1.46 1.704
Cl -0.446632 1.236869 -1.819852 0.15 1.08 -1.55 -0.748
C 2.001017 -2.455933 -1.015503 -0.27 0.79 1.00 -0.259
C 1.748293 -2.205152 -2.473368 0.08 0.55 -0.08 -0.399
O 2.066632 -0.829604 -2.801595 -0.09 -0.10 -0.35 -0.479
O 0.960641 -1.939754 -0.157729 -0.04 -0.38 -0.36 -0.435
H 2.934581 -1.941399 -0.753550 0.06 -0.29 -0.06 0.235
H 2.066852 -3.504848 -0.753940 0.06 -0.22 -0.19 0.369
H 0.710787 -2.418907 -2.744191 0.06 -0.17 0.00 0.244
H 2.433423 -2.829482 -3.054164 -0.16 0.19 -0.10 0.330
H 1.372342 -0.221173 -2.511980 0.04 -0.52 0.21 0.278
H 0.823944 -1.012706 -0.362492 0.24 0.26 0.02 0.106
C 1.888829 0.147750 2.799192 0.04 -1.07 -0.05 -0.358
C 2.026238 1.393258 1.983236 0.05 0.28 0.03 -0.272
O 2.003717 1.123559 0.602902 -0.32 -0.27 -1.30 -0.419
O 0.535344 -0.379543 2.893489 1.00 0.46 -0.45 -0.522
H 2.316380 0.353156 3.786849 -0.69 -0.17 0.16 0.381
H 2.567459 -0.604140 2.351657 -0.35 0.13 0.12 0.204
H 3.007033 1.845001 2.140055 -0.06 0.07 0.45 0.261
H 1.231767 2.094579 2.215315 -0.04 0.28 0.35 0.271
H 1.128041 1.315202 0.260124 -0.07 0.02 0.03 0.162
H 0.324580 -0.841384 2.058276 0.39 0.23 0.58 0.294
C -3.523648 1.364756 0.814973 -1.33 0.77 1.29 -0.251
C -3.661222 0.139677 0.030083 -0.42 -1.21 -0.56 -0.411
O -3.585013 0.385677 -1.354570 0.21 0.38 -1.13 -0.464
O -2.249313 1.910433 0.861049 1.05 0.51 0.00 -0.417
H -3.803673 1.166638 1.854658 0.13 -0.10 -0.04 0.340
H -4.294957 2.069693 0.458087 0.33 0.13 -0.10 0.246
H -4.670356 -0.244161 0.153563 -0.06 -0.21 0.33 0.337
H -2.942912 -0.633577 0.300175 0.09 -0.08 0.27 0.209
H -2.675187 0.590631 -1.590236 0.04 -0.19 0.08 0.267
H -1.891310 2.027565 -0.022777 -0.13 -0.01 -0.07 0.196
```
Forces are in eV/Å.

Computed properties:
Total charge: +1
Energy (eV): -32149.368
Spin multiplicity: 1
Kohn-Sham gap (eV): 4.808
ΔE to the lowest compared entry with this formula, charge and spin (eV): 0.000